132
Properties=species:S:1:pos:R:3 method="wB97M-V/def2-TZVPD" fmax_ev_per_a=1.7 gap_ev=8.21
O 3.69 -0.58 2.55
O 4.50 -1.19 -2.11
O -2.38 7.24 3.15
O 3.86 -3.18 -1.62
O -1.32 0.09 3.22
O -4.22 -3.09 0.73
O -1.71 1.68 4.57
O 3.08 0.62 -8.09
N 4.61 -2.23 -1.50
N 1.14 -1.86 2.55
N 4.05 -2.01 -7.46
N -2.08 0.73 3.92
N -6.59 -4.84 -1.56
N -4.26 5.28 2.20
C 6.68 -1.39 -0.46
C -0.34 0.54 0.13
C 6.11 -3.69 -0.19
C -0.88 -0.44 -0.68
C 7.84 -1.59 0.27
C -3.98 -0.49 3.01
C -2.22 6.54 1.94
C -4.20 0.60 5.15
C 2.97 -1.31 -6.74
C -2.06 -1.56 -4.56
C 1.12 -1.88 4.98
C -3.44 0.26 4.04
C 1.03 0.78 0.16
C -2.06 -2.89 -4.17
C -5.01 -4.14 0.23
C -2.48 4.26 0.89
C -3.26 -0.91 -4.83
C -6.09 -0.56 4.17
C 1.68 -1.18 3.75
C -5.41 -4.00 -1.24
C 1.70 5.34 3.96
C 0.85 4.25 3.96
C 8.16 -2.86 0.72
C -3.24 -3.57 -3.94
C 1.32 3.04 3.47
C -2.80 5.16 2.07
C -2.92 -3.02 0.17
C -1.63 8.44 3.23
C -5.30 -0.88 3.06
C -4.46 -2.93 -4.20
C -5.88 -2.56 -1.56
C 1.37 -1.07 -1.34
C 5.79 -2.43 -0.66
C -5.52 0.15 5.22
C 3.32 4.13 2.67
C 2.55 2.98 2.81
C 1.88 -0.01 -0.56
C 7.29 -3.92 0.52
C -4.46 -1.61 -4.62
C 3.15 0.21 -6.74
C 5.08 -0.81 2.41
C 2.95 -1.84 -5.33
C 2.89 5.33 3.23
C -0.01 -1.23 -1.43
C 3.47 1.94 -8.32
C 3.20 -1.17 3.76
H 2.82 -2.92 -5.29
H -4.56 -4.27 -1.87
H 4.13 0.46 -6.32
H 9.08 -3.10 1.24
H -2.42 -2.13 0.54
H -0.36 -1.97 -2.14
H -6.72 -2.32 -0.91
H -1.45 3.89 0.81
H 1.44 -2.92 4.94
H 4.51 2.17 -8.04
H 0.04 -1.73 4.99
H 6.44 -0.43 -0.89
H -3.37 0.10 -5.20
H -1.14 6.48 1.74
H -6.37 -5.81 -1.36
H -0.16 4.33 4.33
H -3.77 1.14 5.98
H -7.14 -0.82 4.19
H 2.94 0.11 -0.40
H -1.12 -3.34 -3.88
H -1.58 8.74 4.28
H -7.34 -4.58 -0.94
H 5.56 0.00 1.86
H 7.57 -4.86 0.96
H 2.03 -1.68 -1.93
H -2.97 -3.01 -0.93
H -6.13 -2.45 -2.61
H 1.81 -1.51 1.86
H 2.13 -1.42 -4.73
H -2.34 4.63 2.91
H -0.59 8.19 2.99
H -1.94 -0.60 -0.76
H 2.83 2.01 2.41
H 0.67 2.18 3.34
H 4.93 -1.72 -7.02
H -6.12 0.38 6.08
H 5.41 -4.51 -0.32
H -5.43 -1.17 -4.82
H -4.61 4.55 2.82
H -3.41 -0.86 2.17
H 1.36 6.25 4.43
H 4.24 4.09 2.10
H 5.56 -0.77 3.40
H -5.72 -1.43 2.23
H 3.53 6.20 3.20
H 1.48 -0.10 3.81
H 1.55 -1.43 5.88
H -1.03 1.22 0.62
H 2.02 -1.45 -7.26
H -4.50 6.19 2.56
H 4.09 -1.60 -8.39
H -2.33 -3.89 0.47
H -2.02 9.20 2.56
H 1.37 1.54 0.85
H -2.68 4.81 -0.04
H 2.44 0.72 -6.07
H 3.87 -1.68 -4.77
H 2.81 2.71 -7.92
H 3.49 2.13 -9.40
H -3.10 3.37 0.80
H -3.24 -4.57 -3.53
H -5.39 -3.46 -4.05
H -1.15 -0.99 -4.70
H 5.24 -1.81 2.01
H 0.24 -1.43 2.35
H 8.41 -0.69 0.44
H -2.66 7.04 1.07
H -5.07 -1.86 -1.35
H 3.66 -0.63 4.59
H -5.91 -4.21 0.86
H -4.53 -5.11 0.40
H 3.55 -2.21 3.78